# 1
Molecular formula: C9H16BrNO2P3
Method: DFT, the ωB97M-V functional and the def2-TZVPD basis

Structure (XYZ):
```
32
Properties=species:S:1:pos:R:3:forces:R:3:mulliken_charge:R:1
C 0.54326 -2.86795 1.03783 0.1622 0.6491 -0.0491 -1.07
P 1.06291 -2.13766 -0.57309 -0.3153 -0.9275 -0.5069 0.16
C 2.89858 -2.27221 -0.58821 -0.2428 0.3374 0.2878 -1.05
P 0.52907 -0.00831 -0.41635 0.0077 0.0997 -0.7353 0.85
C 0.05463 0.50124 -2.11367 -0.5149 -0.0452 0.4146 -0.59
C -0.90459 1.68590 -2.11097 0.1626 0.0881 -0.3208 -0.75
O -0.35981 2.79154 -1.42306 0.1986 0.0592 0.0413 -0.50
C -0.94261 0.13409 0.62134 0.8670 0.0028 -0.1873 0.32
C -0.99073 1.03794 1.68221 -0.7186 -0.3075 0.0178 -0.46
C -2.18147 1.08874 2.39339 0.3206 -0.1248 -0.3844 -0.57
C -3.21839 0.24663 2.00157 -0.1123 0.2083 0.3711 -0.33
N -3.16072 -0.63365 1.00908 0.1870 -0.0359 -0.2192 -0.57
C -2.02593 -0.68888 0.32312 -0.1289 0.3561 0.3433 -0.38
P 2.22459 1.16076 0.45552 0.3700 0.1285 0.8543 0.08
O 1.68726 2.68420 0.52044 0.4228 -0.2250 -0.0737 -0.39
Br 3.57503 1.17769 -1.30194 -0.2796 -0.0380 -0.0302 -0.15
H -0.48623 -3.18798 0.93806 -0.1615 -0.0522 0.0945 0.34
H 0.64280 -2.17924 1.86994 -0.0174 -0.0186 0.2280 0.32
H 1.16617 -3.73493 1.22911 0.1013 -0.1468 -0.0625 0.46
H 3.14839 -3.26001 -0.21336 -0.1195 -0.2076 0.0247 0.40
H 3.24042 -2.21028 -1.61307 0.1477 0.1709 -0.1221 0.34
H 3.39654 -1.54996 0.04634 0.2385 0.0720 0.0146 0.37
H -0.46963 -0.34011 -2.56415 0.1797 -0.2550 -0.1313 0.47
H 0.95192 0.72207 -2.68239 0.1883 -0.0406 -0.0563 0.51
H -1.87985 1.39440 -1.73235 -0.1139 -0.0110 0.2140 0.30
H -1.05127 1.98002 -3.14674 -0.0435 0.0764 -0.1462 0.43
H -0.79463 2.90868 -0.57581 -0.1418 0.0499 0.0768 0.35
H -0.16088 1.67965 1.92998 0.0958 0.0902 0.0581 0.43
H -2.31118 1.76710 3.21823 -0.0475 0.0887 0.1411 0.44
H -4.15181 0.30287 2.54075 -0.1844 -0.1093 0.0280 0.39
H -1.97106 -1.38887 -0.50006 -0.0868 -0.1566 -0.0859 0.50
H 1.93922 3.19650 -0.26164 -0.4209 0.2242 -0.0987 0.36
```
Forces are in eV/Å.

Summary:
E_LUMO (eV): -3.56
E_HOMO (eV): -12.43
E (eV): -113081.138
Gap between HOMO and LUMO (Eh): 0.326
Molecular weight (g mol⁻¹): 343.1
Total charge: +1

---

# 2
Molecular formula: CH4N2O2
Method: DFT, the ωB97M-V functional and the def2-TZVPD basis

Structure (XYZ):
```
9
Properties=species:S:1:pos:R:3:forces:R:3:mulliken_charge:R:1
C 0.25612 0.28580 0.42369 0.4828 -3.3181 2.2459 -0.29
N -0.10759 1.07967 -0.50257 -0.1593 0.6010 -4.2374 -0.26
N 0.64460 -1.05431 0.10937 0.8925 1.7439 1.1286 0.82
O 1.00908 -1.39562 -1.02157 -0.7245 0.5310 -0.2492 -0.63
O 0.78251 -1.73882 1.12605 -0.1892 -0.8077 0.1565 -0.58
H -0.03566 0.42707 1.44223 0.2236 0.0168 0.3742 0.46
H -2.39962 -0.39674 0.30380 -0.1601 -0.0467 -0.0047 0.02
H 0.14363 0.75418 -1.43222 -0.0751 0.0566 -0.0788 0.25
H -0.29307 2.03877 -0.44878 -0.2908 1.2233 0.6648 0.21
```
Forces are in eV/Å.

Summary:
E_LUMO (alpha / beta) (eV): 0.62 / -0.62
E_HOMO (alpha / beta) (eV): -7.88 / -10.37
E (eV): -8170.033
Relative energy (zero: lowest compared OMol25 entry of this formula, charge and spin) (kcal per mole): 64.2
Gap between HOMO and LUMO (alpha / beta) (Eh): 0.312 / 0.358
Molecular weight (g mol⁻¹): 76.1
Spin multiplicity: 3

---

# 3
Molecular formula: C4H5N
Method: DFT, the ωB97M-V functional and the def2-TZVPD basis

Structure (XYZ):
```
10
Properties=species:S:1:pos:R:3:forces:R:3:mulliken_charge:R:1
N 0.29774 1.00063 -0.16421 -0.0458 -0.0496 0.0634 -0.10
C 1.35914 0.12952 0.01683 -0.0366 -0.2702 0.0220 -0.04
C 1.24347 -1.20798 0.14178 -0.1312 0.4251 -0.0279 -0.67
C -0.96934 -0.91747 0.09879 -0.0163 0.2435 -0.1798 -0.75
C -0.92826 0.40025 -0.16527 0.0279 -0.1474 0.0070 -0.03
H 0.41175 2.00010 -0.10894 -0.0179 -0.1206 -0.0513 0.24
H 2.36584 0.53925 -0.01617 -0.0975 -0.0774 0.0302 0.34
H -0.17541 -1.39364 0.73220 0.1190 -0.0147 0.0234 0.31
H -1.82876 -1.55507 -0.06394 0.1117 0.0909 0.0449 0.34
H -1.77617 1.00441 -0.47107 0.0865 -0.0796 0.0681 0.35
```
Forces are in eV/Å.

Summary:
E_LUMO (eV): 0.67
E_HOMO (eV): -8.63
E (eV): -5714.373
Relative energy (zero: lowest compared OMol25 entry of this formula, charge and spin) (kcal per mole): 103.2
Gap between HOMO and LUMO (Eh): 0.342
Molecular weight (g mol⁻¹): 67.1

---

# 4
Molecular formula: CH3ClFNS
Method: DFT, the ωB97M-V functional and the def2-TZVPD basis

Structure (XYZ):
```
8
Properties=species:S:1:pos:R:3:forces:R:3:mulliken_charge:R:1
C 0.81545 -0.19400 -0.56181 -0.1549 0.7589 -0.1214 -0.27
N -1.15944 -0.58044 0.96567 0.0156 -0.5271 -0.1581 -0.53
F -1.26383 1.52953 -0.69202 0.9432 -0.8107 0.8670 -0.38
S -0.37891 0.65910 0.57552 -0.4372 0.1003 -1.2675 0.51
Cl 2.44592 0.08229 0.07536 -0.0580 -0.0789 -0.0151 -0.15
H 0.57487 -1.25425 -0.54413 -0.1001 0.1584 0.1178 0.30
H 0.75319 0.23408 -1.56501 -0.0793 -0.0254 0.2672 0.26
H -1.78725 -0.47631 1.74642 -0.1293 0.4244 0.3101 0.26
```
Forces are in eV/Å.

Summary:
E_LUMO (eV): 0.51
E_HOMO (eV): -10.29
E (eV): -28649.396
Relative energy (zero: lowest compared OMol25 entry of this formula, charge and spin) (kcal per mole): 18.8
Gap between HOMO and LUMO (Eh): 0.397
Molecular weight (g mol⁻¹): 115.6

---

# 5
Molecular formula: C9H14
Method: DFT, the ωB97M-V functional and the def2-TZVPD basis

Structure (XYZ):
```
23
Properties=species:S:1:pos:R:3:forces:R:3:mulliken_charge:R:1
C 1.91886 2.52361 2.69044 -1.5764 0.6886 1.3547 -1.38
C 1.43916 1.56890 1.62567 -0.3463 -0.9398 2.0574 0.80
C 1.35465 0.21461 2.08208 -0.3309 -0.4621 -1.7964 -0.40
C 0.40710 -0.60760 1.39973 2.1760 2.3672 0.3672 -0.89
C -0.28504 -0.03057 0.34569 -2.0595 -1.1184 -0.9444 -0.08
C -0.22809 1.25543 -0.13921 0.8789 1.4981 -0.3289 -0.40
C 0.70757 2.05246 0.55437 -0.3473 2.2037 -0.7216 -0.27
H 0.99851 3.07908 3.12476 1.3556 -0.7397 -0.8616 0.25
H 2.64125 3.26372 2.46745 0.6903 0.8394 -0.8156 0.38
H 2.31108 2.02691 3.57375 0.1001 -0.4590 -0.0940 0.38
H 2.11157 -0.19499 2.81226 -1.3231 0.6311 -0.5776 0.28
H 0.32782 -1.63642 1.61763 -0.3119 -0.9516 0.2374 0.42
H -1.03151 -0.61778 -0.18036 0.3359 -0.1790 0.8865 0.59
H -0.87625 1.64926 -1.03617 1.4336 -0.9553 2.0187 0.28
H 0.83569 3.18937 0.36614 -0.4036 -2.0309 0.0941 0.22
C -1.89953 -1.69201 -2.22561 -2.8766 0.4960 -0.5747 -0.35
C -1.17497 -2.73281 -3.05618 -1.5268 -1.1497 -1.4713 -0.88
H -2.82018 -2.19959 -1.70713 1.7221 1.0651 -0.6628 0.28
H -1.30147 -1.15574 -1.47721 -0.2507 -0.7196 -0.9726 -0.26
H -2.36002 -0.89130 -2.93109 0.7041 -1.2244 1.2079 0.23
H -0.50201 -2.26968 -3.78108 0.0633 -0.1068 0.1208 0.28
H -1.96004 -3.38180 -3.70239 1.8020 1.4509 1.5324 0.22
H -0.61415 -3.41305 -2.42354 0.0913 -0.2039 -0.0556 0.30
```
Forces are in eV/Å.

Summary:
E_LUMO (eV): 1.01
E_HOMO (eV): -8.94
E (eV): -9558.325
Relative energy (zero: lowest compared OMol25 entry of this formula, charge and spin) (kcal per mole): 42.8
Gap between HOMO and LUMO (Eh): 0.366
SMILES string: Cc1ccccc1.CC
Molecular weight (g mol⁻¹): 122.2

---

# 6
Molecular formula: C21H16I2N4O4S3Tc
Method: DFT, the ωB97M-V functional and the def2-TZVPD basis

Structure (XYZ):
```
51
Properties=species:S:1:pos:R:3:forces:R:3:mulliken_charge:R:1
Tc -1.63951 -1.90752 0.00110 -2.6578 -2.6949 -1.8810 0.53
I -3.37191 -5.38722 4.64480 0.1286 0.2724 -0.1090 0.11
C -2.40221 -3.69232 3.87710 -0.0732 -0.2413 0.3321 -0.47
C -1.83751 -2.74872 4.72400 -0.0148 0.0560 -0.3967 -0.17
C -1.19971 -1.66812 4.13120 -0.1740 -0.1963 0.1810 -1.04
C -1.14181 -1.58252 2.75600 0.1771 0.1018 0.2774 0.14
N -1.68551 -2.50382 1.94340 0.1391 0.0143 1.1275 0.36
C -2.31801 -3.54162 2.50770 -0.0170 -0.2222 -0.3144 -0.12
H -1.89571 -2.84652 5.79660 -0.0005 -0.0367 0.0731 0.41
H -0.74801 -0.89562 4.73280 0.0664 0.0733 0.0058 0.49
H -0.63671 -0.74952 2.28380 0.0233 -0.0406 -0.0486 0.42
H -2.75121 -4.25502 1.81810 0.0430 0.0366 0.0639 0.33
N 3.69219 2.01228 -4.90810 0.1311 0.1145 -0.3610 -0.52
C 3.18109 1.66998 -3.68760 -0.1030 0.0005 0.4657 1.15
C 1.79649 1.56668 -3.49970 0.0419 -0.0489 0.0818 -0.99
C 1.27939 1.28988 -2.25140 -0.0452 0.0389 -0.1637 -0.17
C 2.13709 1.11458 -1.18110 -0.0364 -0.0701 0.6895 -0.21
C 3.50749 1.19988 -1.34490 0.0488 -0.0164 -0.0154 -0.50
C 4.03049 1.47658 -2.59060 -0.0940 -0.0018 -0.1160 -0.76
S 1.47689 0.80398 0.43340 -0.7401 -0.3726 0.2585 1.07
O 2.54339 0.41248 1.31960 0.3692 0.1850 -0.2356 -0.67
O 0.62049 1.87968 0.84600 0.1785 0.0243 -0.2472 -0.55
N 0.49039 -0.49622 0.22980 -1.1537 1.5416 0.3844 -0.06
C 1.01269 -1.65652 -0.00920 1.2454 -1.5614 -0.3476 0.29
S 2.69939 -2.08322 -0.04250 -0.3192 -0.7121 -0.0459 -0.04
C 2.22459 -3.72782 -0.37430 -0.1866 0.0872 -0.0744 -0.51
C 0.88229 -3.85762 -0.43190 0.4244 -0.4108 0.0439 -0.66
N 0.19309 -2.69992 -0.23570 1.4294 0.8563 0.0612 0.07
H 3.09529 1.93638 -5.71360 0.1007 -0.0357 0.0197 0.21
H 4.67509 1.87428 -5.06580 -0.0687 -0.0239 -0.0709 0.21
H 1.13699 1.70708 -4.34350 -0.0970 0.0096 -0.0784 0.31
H 0.21669 1.19358 -2.09640 -0.1811 -0.0258 -0.0600 0.30
H 4.14219 1.04228 -0.48730 0.1434 0.0042 0.0520 0.53
H 5.09939 1.54878 -2.72860 0.1139 0.0123 0.0035 0.29
H 2.96229 -4.49272 -0.49110 0.1396 -0.2225 -0.0895 0.43
H 0.31639 -4.75432 -0.61670 0.0496 -0.1538 -0.0160 0.44
S -2.73381 -3.75442 -0.77250 1.4048 2.4533 0.9100 -0.37
I -1.57291 6.39878 0.95850 -0.0036 -0.2993 -0.0928 0.08
C -1.83541 4.37038 0.45610 0.0394 0.4849 0.1442 -0.09
C -2.03431 3.45138 1.46990 -0.0642 0.1080 0.0526 -0.51
C -2.24661 2.13208 1.13570 -0.2485 -0.0221 -0.1684 -0.67
C -2.24211 1.73768 -0.20070 -0.0045 0.2169 0.2057 0.51
C -2.01841 2.66948 -1.20800 -0.0868 -0.2873 0.1249 -0.31
C -1.82941 3.99718 -0.87690 0.0095 0.0772 -0.1235 -0.55
C -2.36441 0.29518 -0.44470 0.0857 1.1938 -1.2330 0.98
O -1.82341 -0.30042 -1.41510 0.0912 0.2351 -0.4365 -0.71
O -2.93081 -0.42042 0.43370 -0.3835 -0.5924 1.2658 -0.76
H -2.02821 3.75998 2.50390 0.0198 0.0314 0.0464 0.41
H -2.41991 1.39248 1.90570 0.0402 0.0349 -0.0227 0.41
H -2.01971 2.35328 -2.24110 0.0365 -0.0212 -0.0795 0.53
H -1.68451 4.73588 -1.65000 0.0326 0.0457 -0.0430 0.41
```
Forces are in eV/Å.

Summary:
E_LUMO (alpha / beta) (eV): -1.55 / -0.71
E_HOMO (alpha / beta) (eV): -7.90 / -7.74
E (eV): -87092.876
Relative energy (zero: lowest compared OMol25 entry of this formula, charge and spin) (kcal per mole): 28.1
Gap between HOMO and LUMO (alpha / beta) (Eh): 0.234 / 0.258
Molecular weight (g mol⁻¹): 836.4
Spin multiplicity: 2